No. 1
DFT (ωB97M-V/def2-TZVPD) results for a 8-piece molecular cluster, C12H41NO8 overall at a distorted geometry.

Summary:
HOMO: -9.19 eV
total energy: -1138.34486 Eh
relative energy (zero: lowest compared OMol25 entry of this formula, charge and spin): 44.19 kcal/mol
spin multiplicity: 1
SMILES: COC[C@H](C)N.CCO.CCO.CCO.CCO.O.O.O
M: 327.46 g mol⁻¹
HOMO-LUMO gap: 9.35 eV

Last column: natural (NBO) charge in e.
Geometry (Å):
C (4.1411, -2.5035, 0.2038)  -0.27
O (4.0352, -1.1801, -0.3809)  -0.56
C (2.8414, -1.0393, -1.2058)  -0.08
C (2.9372, 0.3933, -1.7100)  -0.08
C (1.6645, 0.9133, -2.3798)  -0.62
N (4.0711, 0.3627, -2.6130)  -0.81
H (4.8774, -2.6274, 0.9979)  0.21
H (4.1560, -3.2925, -0.5482)  0.17
H (3.2674, -2.8755, 0.7389)  0.18
H (2.7259, -1.7609, -2.0146)  0.16
H (2.0475, -1.2404, -0.4864)  0.17
H (3.1352, 1.0672, -0.8765)  0.20
H (1.8928, 1.7070, -3.0912)  0.22
H (0.8822, 1.2642, -1.7069)  0.23
H (1.2222, 0.1665, -3.0391)  0.19
H (4.7051, -0.1890, -2.0528)  0.37
H (3.9124, -0.2809, -3.3751)  0.34
C (-2.6223, -3.3349, 0.2781)  -0.65
C (-1.4980, -4.0040, -0.5491)  -0.08
O (-0.5065, -3.0380, -0.7431)  -0.75
H (-2.3056, -3.3017, 1.3206)  0.22
H (-3.5575, -3.8948, 0.2791)  0.22
H (-2.9047, -2.3401, -0.0663)  0.23
H (-1.8559, -4.3354, -1.5239)  0.16
H (-0.9869, -4.8782, -0.1458)  0.17
H (-0.0650, -3.3909, -1.5191)  0.48
C (1.3207, 1.9987, 2.7066)  -0.65
C (2.4762, 0.9738, 2.3883)  -0.06
O (3.6835, 1.2732, 3.0948)  -0.73
H (0.4796, 1.9172, 2.0181)  0.21
H (1.5800, 3.0564, 2.6605)  0.21
H (0.7806, 1.8308, 3.6384)  0.20
H (2.8486, 0.9513, 1.3641)  0.18
H (2.1857, -0.0450, 2.6448)  0.17
H (4.0362, 2.1172, 2.8037)  0.46
C (-1.7966, 3.4052, 1.0816)  -0.65
C (-3.0568, 4.1649, 1.5959)  -0.07
O (-3.2616, 3.9493, 3.0312)  -0.73
H (-0.9123, 3.8216, 1.5639)  0.20
H (-1.6158, 3.2435, 0.0189)  0.24
H (-1.9145, 2.3650, 1.3851)  0.20
H (-3.9967, 3.8700, 1.1292)  0.19
H (-3.0156, 5.2469, 1.4703)  0.16
H (-2.5732, 4.4344, 3.4920)  0.46
C (-3.6244, 1.1368, -3.9615)  -0.63
C (-3.1694, 0.3554, -2.7720)  -0.06
O (-3.1584, 1.0940, -1.6217)  -0.76
H (-3.9092, 0.4331, -4.7437)  0.21
H (-2.8211, 1.8124, -4.2555)  0.20
H (-4.4546, 1.8001, -3.7187)  0.22
H (-2.2517, -0.2258, -2.8630)  0.16
H (-3.9654, -0.2914, -2.4029)  0.16
H (-2.4894, 0.7868, -1.0056)  0.50
O (0.3380, -3.4157, 1.9333)  -0.96
H (0.0133, -3.3150, 1.0385)  0.48
H (0.0917, -2.6010, 2.3711)  0.47
O (-1.0587, -0.0684, -0.0287)  -0.98
H (-0.7308, -0.9540, -0.1848)  0.50
H (-0.9370, 0.0705, 0.9105)  0.49
O (-0.4314, -0.5972, 2.7597)  -0.96
H (-1.0125, 0.0126, 3.2144)  0.49
H (0.1112, -0.9735, 3.4527)  0.48


No. 2
DFT (ωB97M-V/def2-TZVPD) results for C12H42AgN3O8 as an isolated structure at a distorted geometry.

Summary:
HOMO (alpha / beta): -11.44 / -11.44 eV
<S²>: 0.7544
total energy: -1395.16629 Eh
spin multiplicity: 2
M: 464.35 g mol⁻¹
charge: +1
HOMO-LUMO gap (alpha / beta): 8.70 / 3.81 eV

Last column: Mulliken spin population.
Geometry (Å):
Ag (15.3619, -11.2186, 11.1251)  0.00
O (14.7801, -13.2209, 11.8465)  0.00
H (14.1824, -13.8513, 11.4327)  0.00
C (12.0336, -18.0324, 12.0701)  0.05
C (12.7803, -16.7500, 12.4151)  0.05
C (12.3391, -16.0409, 13.6945)  0.03
O (11.0184, -15.6413, 13.6092)  0.00
C (10.7052, -14.6544, 12.6497)  0.01
N (14.2121, -17.0227, 12.3537)  0.83
H (11.1116, -17.7141, 11.5817)  -0.01
H (11.7218, -18.5814, 12.9607)  0.00
H (12.5637, -18.7650, 11.4644)  0.00
H (12.6515, -16.0276, 11.5807)  0.07
H (12.9934, -15.1685, 13.8027)  0.00
H (12.5009, -16.6875, 14.5547)  0.00
H (11.5507, -13.9724, 12.5121)  0.00
H (9.7856, -14.1304, 12.8822)  0.00
H (10.5769, -15.1310, 11.6657)  0.00
H (14.8215, -16.2984, 12.7872)  -0.02
H (14.6412, -17.1470, 11.4303)  -0.02
C (12.1710, -14.5845, 8.8864)  0.00
C (12.5423, -13.5850, 7.7916)  0.00
C (12.0655, -14.0560, 6.4072)  0.00
O (12.6034, -15.3044, 5.9963)  0.00
C (13.9929, -15.2258, 5.6898)  0.00
N (11.9779, -12.2927, 8.1835)  0.00
H (12.6531, -15.5587, 8.7921)  0.00
H (11.0870, -14.7309, 8.8895)  0.00
H (12.4349, -14.1718, 9.8653)  0.00
H (13.6286, -13.4885, 7.7994)  0.00
H (12.3222, -13.2484, 5.7103)  0.00
H (10.9971, -14.2734, 6.4314)  0.00
H (14.1170, -14.4948, 4.8771)  0.00
H (14.2973, -16.2167, 5.3747)  0.00
H (14.6119, -14.7738, 6.4698)  0.00
H (12.0001, -11.6761, 7.3767)  0.00
H (11.0126, -12.3629, 8.4831)  0.00
C (19.1650, -11.9515, 10.1561)  0.00
C (18.4589, -12.4025, 11.4150)  0.00
C (19.4257, -12.7557, 12.5543)  0.00
O (20.3926, -13.6787, 12.0890)  0.00
C (21.3678, -13.9254, 13.0933)  0.00
N (17.5313, -11.3095, 11.8327)  0.00
H (18.5779, -11.9900, 9.2395)  0.00
H (20.0870, -12.5054, 9.9651)  0.00
H (19.5179, -10.9168, 10.2301)  0.00
H (17.7711, -13.2176, 11.1840)  0.00
H (18.9886, -13.2115, 13.4483)  0.00
H (19.9012, -11.7994, 12.8192)  0.00
H (22.0115, -14.7095, 12.6981)  0.00
H (20.9349, -14.3525, 14.0025)  0.00
H (21.9402, -13.0184, 13.2867)  0.00
H (18.0064, -10.4041, 11.9120)  0.00
H (17.5248, -11.4342, 12.8565)  0.00
O (15.8573, -14.8085, 9.7557)  0.00
H (15.4702, -14.3176, 10.5339)  0.00
H (16.3872, -15.5212, 10.1264)  0.00
O (15.5969, -12.1230, 9.0018)  0.00
H (15.6996, -11.9242, 8.0641)  0.00
H (15.4671, -13.0808, 9.0380)  0.00
O (13.1393, -12.5469, 14.0077)  0.00
H (13.4346, -13.1273, 14.7172)  0.00
H (13.6968, -12.7845, 13.2379)  0.00
O (15.9765, -14.8163, 13.6152)  0.00
H (15.4993, -14.2441, 12.9356)  0.00
H (16.1781, -14.2237, 14.3458)  0.00


No. 3
DFT (ωB97M-V/def2-TZVPD) results for a 8-piece molecular cluster, C12H42N10O8 overall at a distorted geometry.

Summary:
HOMO: -9.36 eV
total energy: -1632.00253 Eh
relative energy (zero: lowest compared OMol25 entry of this formula, charge and spin): 0.00 kcal/mol
spin multiplicity: 1
SMILES: COC[C@H](C)N.COC[C@H](C)N.NC(N)=O.NC(N)=O.NC(N)=O.NC(N)=O.O.O
M: 454.53 g mol⁻¹
HOMO-LUMO gap: 9.50 eV

Last column: Löwdin charge in e.
Geometry (Å):
C (-5.2784, 3.9940, 0.8261)  -0.11
O (-3.8842, 4.1650, 0.9046)  -0.21
C (-3.1715, 3.2451, 1.7174)  -0.23
C (-1.8299, 2.9739, 1.1368)  -0.49
C (-1.1055, 1.9180, 1.8307)  -0.07
N (-1.1765, 4.2764, 1.1965)  0.05
H (-5.6475, 3.7151, 1.8342)  0.08
H (-5.5146, 3.0158, 0.2157)  0.11
H (-5.6925, 4.8579, 0.3346)  0.08
H (-3.0942, 3.6964, 2.6856)  0.13
H (-3.7143, 2.2983, 1.8391)  0.11
H (-1.9500, 2.6999, 0.0643)  0.15
H (-0.9345, 2.1632, 2.8998)  0.10
H (-0.1426, 1.6329, 1.3799)  0.07
H (-1.6276, 0.9278, 1.8798)  0.08
H (-0.2385, 4.2266, 0.8267)  0.05
H (-1.6208, 5.0137, 0.5965)  0.10
C (5.6908, 1.4095, -2.3280)  -0.09
O (4.5091, 2.1954, -2.4422)  -0.17
C (3.5298, 1.7135, -1.5941)  -0.24
C (2.2209, 2.4513, -1.9677)  -0.37
C (2.1132, 3.9274, -1.5086)  -0.05
N (1.0063, 1.8321, -1.3761)  0.04
H (5.5068, 0.3277, -2.3771)  0.08
H (6.2013, 1.6096, -1.4016)  0.08
H (6.3573, 1.6582, -3.1633)  0.09
H (3.5257, 0.5939, -1.5836)  0.12
H (3.7299, 2.1294, -0.5888)  0.14
H (2.1572, 2.3677, -3.0595)  0.13
H (1.2818, 4.4504, -1.9993)  0.08
H (3.0714, 4.4699, -1.6013)  0.09
H (1.8482, 3.9989, -0.4845)  0.05
H (0.7601, 0.9887, -1.8677)  0.05
H (0.1896, 2.3815, -1.5511)  0.06
N (4.2425, -2.6581, -0.8022)  0.14
C (4.4613, -3.4609, 0.2904)  -0.72
N (3.5556, -3.2428, 1.2391)  0.17
O (5.3711, -4.2424, 0.4552)  0.04
H (5.0356, -2.5458, -1.4255)  0.10
H (3.8051, -1.7789, -0.5632)  0.06
H (2.8042, -2.5810, 1.3007)  0.06
H (3.7265, -3.7738, 2.0753)  0.11
N (1.0452, -3.0319, -1.5078)  0.15
C (0.2445, -1.9465, -1.8855)  -0.63
N (0.6575, -1.4617, -3.0623)  0.14
O (-0.6148, -1.4920, -1.0817)  -0.03
H (1.0911, -3.0148, -0.4809)  0.07
H (1.9180, -3.2976, -1.9831)  0.09
H (1.2547, -1.9876, -3.8083)  0.17
H (0.1170, -0.7489, -3.5421)  0.10
N (-2.7744, -4.7649, 1.1589)  0.15
C (-3.1936, -4.9470, -0.1062)  -0.68
N (-2.7918, -3.8555, -0.9209)  0.14
O (-3.9374, -5.8090, -0.5029)  0.04
H (-3.0605, -5.3907, 1.9337)  0.13
H (-2.5400, -3.8334, 1.5176)  0.04
H (-2.0337, -3.2943, -0.6279)  0.03
H (-2.8321, -4.0130, -1.9035)  0.09
N (-4.0998, -1.4248, 1.1651)  0.18
C (-3.2056, -1.4721, 2.2040)  -0.66
N (-3.4483, -0.6620, 3.2296)  0.17
O (-2.1687, -2.1530, 2.2211)  -0.02
H (-4.0093, -2.1099, 0.3936)  0.10
H (-5.0606, -1.2267, 1.3590)  0.10
H (-4.1359, 0.0784, 3.1901)  0.11
H (-2.7007, -0.6320, 3.9161)  0.13
O (2.2969, -0.0950, 0.5024)  -0.06
H (1.4034, -0.4924, 0.6768)  0.03
H (2.1535, 0.6434, -0.0509)  -0.06
O (0.5298, -2.1802, 1.3660)  -0.07
H (-0.1349, -1.9546, 0.7109)  -0.01
H (-0.0479, -2.4714, 2.0756)  0.04


No. 4
DFT (ωB97M-V/def2-TZVPD) results for a 10-piece molecular cluster, C12H44N10O10 overall at a distorted geometry.

Summary:
HOMO: -8.20 eV
total energy: -1783.45850 Eh
relative energy (zero: lowest compared OMol25 entry of this formula, charge and spin): 158.20 kcal/mol
spin multiplicity: 1
SMILES: NC(N)=O.NC(N)=O.NC(N)=O.NC(N)=O.NC(N)=O.CCO.CCO.CO.CO.CO
M: 488.54 g mol⁻¹
HOMO-LUMO gap: 8.09 eV

Last column: Löwdin charge in e.
Geometry (Å):
N (24.2772, 4.0207, -17.3560)  0.19
C (23.3813, 3.5686, -18.1209)  -0.74
N (23.8616, 2.9335, -19.0859)  0.17
O (22.1054, 3.6812, -17.7881)  -0.06
H (24.0676, 4.6115, -16.6264)  0.10
H (25.2534, 3.9162, -17.5376)  0.13
H (23.1368, 2.3634, -19.5904)  0.07
H (24.8615, 2.8548, -19.3210)  0.15
N (21.0127, -1.7419, -22.8201)  0.17
C (20.8949, -2.9770, -23.1868)  -0.59
N (19.8358, -3.1639, -23.7976)  0.16
O (21.8607, -4.0157, -22.9740)  -0.16
H (21.7812, -1.4530, -22.2333)  0.08
H (20.2142, -1.1373, -22.7419)  0.12
H (19.4461, -4.1895, -23.8358)  0.19
H (19.0757, -2.4663, -23.8698)  0.14
N (21.3551, -5.4161, -18.7768)  0.14
C (21.6808, -4.6860, -19.7732)  -0.64
N (22.0749, -5.3843, -20.7896)  0.17
O (21.8940, -3.3189, -19.6437)  -0.11
H (21.0381, -4.9124, -17.8545)  0.20
H (21.0743, -6.3788, -18.9217)  0.13
H (22.3131, -4.9179, -21.6494)  0.04
H (22.1376, -6.4516, -20.8743)  0.18
N (21.9275, 1.4109, -20.2744)  0.13
C (21.6266, 2.3747, -21.0902)  -0.67
N (21.0337, 3.3079, -20.4855)  0.21
O (21.8121, 2.3725, -22.4040)  -0.07
H (21.2255, 1.2810, -19.4603)  0.11
H (22.4684, 0.5499, -20.5747)  0.09
H (20.4873, 3.9264, -21.1554)  0.18
H (20.9933, 3.4358, -19.5166)  0.06
N (21.1470, 0.6784, -24.3238)  0.14
C (20.5416, 1.3990, -25.1286)  -0.70
N (19.9046, 0.6814, -26.0526)  0.14
O (20.6049, 2.7415, -24.9880)  -0.10
H (21.5462, 1.3556, -23.6143)  0.07
H (21.0914, -0.3444, -24.1923)  0.08
H (19.5838, 1.1806, -26.8505)  0.09
H (19.8784, -0.3429, -26.0429)  0.11
C (24.4578, 0.2243, -22.0224)  -0.04
C (24.1322, -1.1728, -21.3583)  -0.26
O (22.8434, -1.1267, -20.7748)  -0.16
H (24.5866, 0.9680, -21.2251)  0.05
H (23.6795, 0.5484, -22.6961)  0.05
H (25.4496, 0.1971, -22.5078)  0.08
H (24.8158, -1.4335, -20.5474)  0.08
H (24.2453, -1.9480, -22.1450)  0.12
H (22.6480, -1.9987, -20.4604)  0.01
C (24.3087, -1.3726, -16.8932)  -0.04
C (24.1543, -0.1020, -17.7484)  -0.27
O (24.3358, 1.0302, -16.8684)  -0.08
H (25.3732, -1.5129, -16.6285)  0.06
H (24.0256, -2.2145, -17.4848)  0.05
H (23.7033, -1.3987, -16.0037)  0.08
H (23.2133, -0.0321, -18.2629)  0.07
H (24.8950, 0.0269, -18.5658)  0.10
H (24.3311, 1.8219, -17.4188)  0.01
C (25.1615, -4.4418, -19.2413)  -0.19
O (24.3946, -5.2569, -18.4670)  -0.09
H (24.6454, -3.5250, -19.3348)  0.04
H (25.2899, -4.8215, -20.2394)  0.09
H (26.0768, -4.2188, -18.7852)  0.06
H (23.5050, -5.3189, -18.7996)  0.02
C (27.3113, -1.3823, -18.7968)  -0.15
O (27.6896, -0.8971, -17.4964)  -0.09
H (26.3943, -1.8917, -18.7285)  0.01
H (28.0164, -2.1234, -19.2442)  0.09
H (27.3034, -0.5496, -19.5213)  0.09
H (27.4809, -1.5492, -16.8811)  0.03
C (19.9820, -0.4928, -18.8399)  -0.14
O (19.8254, 0.8950, -18.5749)  -0.13
H (20.9170, -0.8995, -18.4415)  0.07
H (19.9935, -0.6389, -19.9182)  0.07
H (19.1462, -1.0553, -18.3975)  0.09
H (18.9019, 0.9908, -18.3167)  0.10


Q: Which of these has the highest spin multiplicity?
A: C12H42AgN3O8